# C3H8NOP

A structure of composition C3H8NOP at a distorted geometry (wB97M-V/def2-TZVPD, the OMol25 dataset).

HOMO ... -8.0 eV
2S+1 ... 1
F_max ... 3.38 eV/A
Net charge ... 0
Energy relative to the best compared isomer or geometry (same formula, charge and spin) ... 3.391 eV
E ... -590.32873 Ha
Orbital gap ... 9.00 eV

```
14
C3H8NOP wB97M-V/def2-TZVPD
H -1.302 -2.412 0.141
N 0.356 0.112 0.008
C -1.362 -1.443 0.483
H -0.668 2.158 1.255
O -2.087 0.706 -0.055
P -0.613 1.342 0.026
H -0.770 2.413 -0.931
H 2.340 0.881 0.339
C 1.794 0.051 -0.117
H 2.011 -1.008 0.333
C -2.030 -0.612 -0.280
H -2.624 -1.076 -1.102
H 2.119 -0.056 -1.209
H -0.965 -1.454 1.558
```

Atom charges from the natural (NBO) analysis, given in e for atoms 1 to 2: atom 1 (H): 0.19, atom 2 (N): -1.05